Here is a 2-piece molecular cluster, C17H30N2O3PS overall from the OMol25 dataset. Energies are from ωB97M-V/def2-TZVPD.

```
54
Properties=species:S:1:pos:R:3
C 0.12986 -0.29167 2.34798
C 0.94011 -0.93741 2.95459
C 1.89486 -1.69551 3.73795
C 2.23458 -3.06788 3.10375
C 2.37067 -4.01508 4.26453
C 3.35634 -4.86996 4.40799
O 3.43867 -2.83388 2.35087
C 3.14728 -2.75307 1.03576
O 3.90571 -2.71582 0.14118
O 1.74394 -2.68958 0.90585
C 1.32537 -3.51123 1.94497
S 1.93759 -5.20392 1.36009
P -0.49216 -3.81631 2.18926
N -1.38424 -3.14472 1.08284
H -0.62016 0.11769 1.74678
H 2.81526 -1.13202 3.80064
H 1.52221 -1.80131 4.74378
H 1.61522 -3.94663 5.02486
H 3.94427 -5.23662 3.59159
H 3.57380 -5.22588 5.39792
H 1.47407 -6.02441 2.31908
H -0.83913 -3.38717 3.49795
H -0.66946 -5.20971 2.11836
H -0.80568 -2.63366 0.42726
C 0.13894 -0.25355 -2.25037
C 0.21509 0.81069 -1.14613
C -1.09567 1.47814 -0.74660
N -1.61715 2.62191 -1.59658
C -1.88247 2.16322 -3.00706
C -2.30096 3.29582 -3.93006
C -1.25594 4.40300 -3.91622
C -1.04773 4.90881 -2.49568
C -0.65036 3.77900 -1.55941
C -2.90792 3.03540 -0.95631
H 0.24644 0.16615 -3.24971
H 0.95801 -0.96151 -2.13482
H -0.79593 -0.81427 -2.20762
H 0.99724 1.53491 -1.37518
H 0.55732 0.29185 -0.24912
H -0.97931 1.90854 0.24939
H -1.89491 0.73724 -0.70258
H -0.94757 1.75736 -3.38191
H -2.62892 1.37211 -2.95904
H -2.40467 2.89651 -4.93918
H -3.28145 3.69158 -3.65581
H -1.55877 5.21959 -4.57013
H -0.30990 4.01668 -4.30943
H -1.95199 5.40769 -2.13915
H -0.26035 5.66279 -2.48169
H -0.59827 4.11840 -0.52586
H 0.32379 3.39371 -1.85233
H -2.69779 3.34825 0.06282
H -3.57904 2.18086 -0.95927
H -3.34874 3.85488 -1.51078
```

Its charge is +1. As for the spin multiplicity: 1.

***

Here is a single C17H30N2S molecule from the OMol25 dataset. Energies are from ωB97M-V/def2-TZVPD.

```
50
Properties=species:S:1:pos:R:3
S -3.06857 -3.29026 -0.17836
C -1.49262 -2.83221 -0.12875
N -0.98885 -1.63548 -0.49964
C -1.74534 -0.66064 -1.23803
H -1.14996 -0.33803 -2.10059
H -2.63952 -1.17827 -1.60145
C -2.19410 0.57159 -0.43854
C -3.10758 1.43497 -1.30993
C -3.57247 2.67107 -0.54565
C -4.30175 2.26390 0.73069
C -3.39796 1.40042 1.60464
C -2.93121 0.16771 0.83746
H -3.79168 -0.44812 0.57111
H -2.27891 -0.43785 1.47018
H -3.93373 1.09231 2.50435
H -2.52941 1.98675 1.91749
H -5.19768 1.69712 0.46922
H -4.61541 3.15365 1.28083
H -4.23153 3.26933 -1.17813
H -2.70702 3.28726 -0.28861
H -3.97769 0.84602 -1.60726
H -2.57916 1.73542 -2.21825
H -1.31566 1.17095 -0.17207
C 0.45750 -1.59009 -0.33626
C 0.86800 -0.67111 0.82759
H 0.13098 0.12694 0.91120
H 0.82480 -1.24464 1.75588
C 2.25091 -0.01809 0.69329
C 3.38411 -1.03109 0.52624
C 4.73654 -0.32252 0.49899
C 4.78225 0.70403 -0.62799
C 3.65096 1.71462 -0.46944
C 2.30065 1.00370 -0.44544
H 1.50010 1.73604 -0.31945
H 2.14984 0.50579 -1.40534
H 3.67567 2.43426 -1.29029
H 3.78703 2.26680 0.46325
H 5.74497 1.21864 -0.62395
H 4.68033 0.19292 -1.58826
H 5.53465 -1.05608 0.36798
H 4.90003 0.18199 1.45404
H 3.36565 -1.74618 1.35175
H 3.25157 -1.58511 -0.40515
H 2.42801 0.52646 1.62890
H 0.90574 -1.22991 -1.26794
C 0.80502 -3.06952 -0.07251
N -0.47531 -3.61688 0.31711
H -0.61994 -4.60740 0.41643
H 1.19482 -3.56489 -0.97287
H 1.53291 -3.18635 0.73156
```

Its charge is 0. As for the spin multiplicity: 1. The relative energy (zero: lowest compared OMol25 entry of this formula, charge and spin) is 0.0981 eV. The SMILES is S=C1NC[C@H](CC2CCCCC2)N1CC1CCCCC1.

***

Here is C17H30N4OP2Pb as an isolated structure from the OMol25 dataset. Energies are from ωB97M-V/def2-TZVPD.

```
55
Properties=species:S:1:pos:R:3
Pb -0.49998 0.68130 0.69916
P -2.91119 -0.93062 1.08501
P 2.19951 0.91973 -1.57148
N 0.57369 0.88148 -1.57033
H 0.03132 0.50048 2.59822
C -4.55715 -0.35634 1.59724
H -5.15798 -1.22239 1.89649
H -5.04261 0.18097 0.77530
H -4.44264 0.32561 2.44907
C -2.68158 -2.38156 2.16035
H -3.66546 -2.74818 2.47366
H -2.10299 -2.08435 3.04235
H -2.12987 -3.16223 1.62701
C -3.23300 -1.71625 -0.52740
H -4.11069 -2.36748 -0.44371
H -2.36086 -2.30914 -0.82482
H -3.40561 -0.95510 -1.29737
C 2.80748 2.59892 -1.38073
H 3.86372 2.52598 -1.67926
H 2.71224 2.91822 -0.32911
H 2.26363 3.26992 -2.06298
C 3.11046 -0.11343 -0.39513
H 4.16578 0.03092 -0.67780
H 2.86070 -1.17952 -0.50583
H 2.97012 0.22047 0.64673
C 2.73411 0.37782 -3.18672
H 3.82556 0.49821 -3.20715
H 2.24116 1.02577 -3.92303
H 2.43421 -0.67061 -3.31064
C -0.32122 0.46194 -2.55490
C -2.23894 1.01756 -3.94041
C -1.47012 1.24465 -2.81170
C -0.24554 -0.79486 -3.23288
C -1.03747 -1.01455 -4.36493
C -2.02559 -0.09594 -4.74511
H -3.03427 1.71459 -4.17721
H -1.70590 2.02767 -2.09980
H 0.37808 -1.61872 -2.84954
H -0.89158 -1.91260 -4.97065
H -2.61480 -0.24015 -5.65885
C 0.99143 1.29923 2.78145
O 1.29577 1.74293 1.50360
C 0.39727 2.40337 3.64558
H 0.08480 1.99503 4.61442
H -0.48482 2.84197 3.15734
H 1.13545 3.21605 3.77617
C 2.02930 0.37870 3.39194
H 2.92384 0.94606 3.73330
H 2.36077 -0.37151 2.65932
H 1.56378 -0.17280 4.23007
N 0.45739 -1.50553 0.91396
C 1.05810 -2.46172 1.27070
N 1.62135 -3.55613 1.57574
C 2.69114 -3.68895 2.31686
N 3.64778 -3.90383 2.97299
```

Its charge is 0. As for the spin multiplicity: 1.

***

Here is C17H31AlF4N2O5P2 as an isolated structure from the OMol25 dataset. Energies are from ωB97M-V/def2-TZVPD.

```
62
Properties=species:S:1:pos:R:3
C 2.90398 -1.42508 0.36292
C 1.59496 -0.96906 0.97462
O 1.35162 0.45859 0.81540
P 2.19059 1.49720 1.68180
O 2.89767 0.91407 2.82778
C 0.97976 2.70181 2.31854
C -0.20096 3.12328 1.43493
C -1.07143 1.94434 0.96011
C -0.97796 1.87798 -0.54897
O -1.59170 0.75733 -1.10642
C -2.62362 0.20786 -0.29682
C -3.37798 -0.77135 -1.19064
C -2.50097 -2.00134 -1.27909
C -2.84811 -3.18354 -0.62402
C -1.96509 -4.25962 -0.63304
C -0.72845 -4.17298 -1.26219
C -0.38447 -3.00051 -1.92910
C -1.27965 -1.94132 -1.94717
C -3.42564 1.34933 0.28648
N -2.56553 2.11666 1.30458
P -3.12447 1.49105 2.96227
N -1.74579 1.75713 3.87237
O -3.08464 -0.10183 2.62163
O 3.21349 2.22669 0.71765
C 2.83060 2.62619 -0.62728
C 2.99767 1.52549 -1.65050
H 3.10204 -2.44699 0.66905
H 3.71885 -0.79041 0.70404
H 2.83840 -1.36474 -0.71982
H 0.78449 -1.44376 0.42119
H 1.48813 -1.27112 2.01322
H 0.66048 2.30228 3.27213
H 1.57244 3.58827 2.54171
H -0.82927 3.81515 2.00076
H 0.14994 3.68030 0.57012
H -0.76371 1.01215 1.41732
H 0.06926 1.84814 -0.83586
H -1.39883 2.81621 -0.94118
H -2.17534 -0.38475 0.49804
H -3.50129 -0.31067 -2.16955
H -4.35770 -1.04123 -0.80072
H -3.79954 -3.23602 -0.11145
H -2.23930 -5.16594 -0.11110
H -0.02382 -4.98982 -1.23406
H 0.57240 -2.85430 -2.40361
H -0.98491 -1.03131 -2.44494
H -3.75645 2.04346 -0.48066
H -4.31597 0.96854 0.78321
H -2.80306 3.10446 1.24256
H -1.92536 1.69001 4.86641
H -0.93448 1.20013 3.61871
H -2.60584 -0.55964 3.32532
H 1.82519 3.04624 -0.61150
H 3.49451 3.44938 -0.87569
H 2.12064 0.88300 -1.70956
H 3.83772 0.88348 -1.40501
H 3.14099 1.95616 -2.63779
F 3.71851 -4.84263 -4.16798
Al 3.93271 -3.23702 -3.70826
F 4.82172 -2.40264 -4.86914
F 4.71135 -3.15983 -2.20929
F 2.39129 -2.50287 -3.54246
```

Its charge is 0. As for the spin multiplicity: 1.

***

Number 1: strongest force on any atom 2.54 eV/Å, HOMO energy -10.9 eV. Number 2: strongest force on any atom 0.81 eV/Å, HOMO energy -8.0 eV. Number 3: strongest force on any atom 3.02 eV/Å, HOMO energy -7.8 eV. Number 4: strongest force on any atom 1.43 eV/Å, HOMO energy -9.3 eV.